[1]
DFT (wB97M-V/def2-TZVPD) results for a structure of composition C47H34CuF3INOPSb.

Geometry as XYZ:
```
90
Properties=species:S:1:pos:R:3:mulliken_spin:R:1
I -2.47 1.04 -0.99 0.108
Sb 1.55 1.64 -1.08 0.000
Cu -1.25 -0.55 0.73 0.837
P -1.03 -2.39 -0.75 0.054
F 4.77 6.13 -4.00 0.000
F 6.08 -1.23 2.09 0.000
F -1.38 5.06 3.26 0.000
O 1.26 -0.36 2.40 0.005
N 0.72 -1.34 1.59 0.014
C 3.38 -0.60 -0.21 0.001
C 4.09 5.16 -3.37 0.000
C 4.36 -1.29 0.49 -0.001
C 3.97 1.44 0.88 0.001
C -0.30 3.73 0.08 0.009
C 1.23 -2.50 1.72 -0.008
C 2.71 5.25 -3.31 0.000
C 0.90 -2.56 -2.75 0.002
C -1.95 0.53 2.14 0.311
C -1.56 0.27 3.42 -0.108
C 4.06 3.11 -2.16 0.000
C -0.13 -4.97 -0.82 0.004
C 0.32 3.51 2.77 -0.001
C 0.91 -3.69 0.92 -0.027
C 5.12 -0.58 1.40 0.000
C -3.15 1.83 4.33 -0.005
C -4.98 -3.25 -1.55 0.000
C 0.60 -6.09 -0.46 0.000
C -3.47 1.88 0.64 0.005
C -4.61 3.11 2.81 0.006
C 3.15 0.76 -0.02 -0.001
C 1.64 -4.82 1.27 -0.001
C -1.01 4.49 1.01 -0.002
C -4.45 2.79 0.43 -0.007
C 4.78 4.10 -2.82 0.000
C -3.03 -4.03 0.26 0.001
C -3.58 2.15 3.02 0.009
C -0.68 4.35 2.34 -0.001
C -3.69 -2.75 -1.66 0.004
C 0.01 -3.76 -0.15 0.000
C -2.98 1.50 1.92 -0.224
C 1.48 -2.21 -3.96 -0.001
C 1.49 -6.02 0.59 0.000
C -2.70 -3.15 -0.76 -0.002
C 1.01 2.77 1.82 0.001
C -0.38 -2.12 -2.43 -0.010
C 2.02 4.24 -2.66 0.001
C 0.79 -1.42 -4.87 0.000
C -0.48 -0.97 -4.55 0.003
C -5.30 -4.14 -0.53 0.004
C 0.71 2.85 0.47 -0.009
C -4.32 -4.52 0.38 -0.003
C -5.04 3.41 1.55 0.001
C -1.05 -1.30 -3.34 0.007
C -2.16 0.91 4.53 0.018
C 2.68 3.17 -2.06 0.000
C 4.96 0.78 1.60 0.000
H 2.35 -4.76 2.09 0.000
H 2.48 -2.56 -4.20 0.000
H 5.86 4.07 -2.89 0.000
H 2.77 -1.16 -0.92 0.001
H 0.54 3.44 3.82 0.000
H -6.30 -4.53 -0.45 0.000
H -3.48 -2.06 -2.46 -0.002
H -1.83 0.68 5.53 -0.005
H 4.61 2.29 -1.72 0.000
H -5.73 -2.95 -2.26 0.000
H -0.76 -0.43 3.61 0.003
H 2.21 6.08 -3.77 0.000
H 1.25 -1.15 -5.81 0.000
H -3.61 2.33 5.17 0.000
H -2.03 -0.91 -3.11 -0.004
H -4.78 3.04 -0.57 -0.004
H 1.46 -3.18 -2.07 0.001
H 3.85 2.51 1.02 0.000
H -1.79 5.17 0.71 0.000
H 2.02 -2.64 2.47 0.010
H 0.94 4.32 -2.62 0.000
H 5.60 1.30 2.30 0.000
H -0.57 3.84 -0.96 0.000
H -5.05 3.59 3.67 0.000
H -5.83 4.13 1.40 0.000
H -0.83 -5.04 -1.65 0.000
H 2.06 -6.89 0.89 0.000
H -4.56 -5.21 1.18 0.000
H 0.46 -7.02 -1.00 0.000
H 2.10 -0.70 2.77 0.002
H 1.78 2.09 2.17 0.002
H 4.55 -2.34 0.34 0.000
H -2.29 -4.35 0.98 0.001
H -1.02 -0.35 -5.25 0.000
```

Computed properties:
Total charge   +1
Energy relative to the best compared isomer or geometry (same formula, charge and spin)   102.7 kJ/mol
Gap between HOMO and LUMO (alpha / beta)   7.3 / 6.1 eV
HOMO energy (alpha / beta)   -10.49 / -10.47 eV
2S+1   2
LUMO level (alpha / beta)   -3.165 / -4.378 eV
DFT total energy   -4760.49325 Eh
Largest force on an atom   0.019 hartree/bohr

---

[2]
DFT (wB97M-V/def2-TZVPD) results for a structure of composition C47H34MnN4O6PS.

Geometry as XYZ:
```
94
Properties=species:S:1:pos:R:3:mulliken_spin:R:1
Mn -0.06 -0.87 2.10 1.057
S 0.43 -4.84 2.81 -0.002
P 1.44 -1.45 0.37 -0.042
O -5.05 10.11 -2.42 0.000
O -1.15 -0.88 4.00 -0.003
O 0.96 -1.43 3.68 -0.004
O 3.62 -9.10 -1.40 0.000
O -0.80 -2.82 1.94 0.004
O 2.06 -10.41 -0.57 0.000
N 0.03 1.22 2.54 0.000
N -3.07 4.14 -0.95 0.000
N -1.28 -0.13 0.67 0.012
N -2.19 5.26 0.75 0.000
C -0.19 -3.79 1.55 -0.009
C -4.10 6.58 -2.17 0.000
C -1.82 3.95 0.92 0.005
C -4.64 7.74 -2.71 0.000
C 3.63 -2.37 1.75 0.005
C 0.57 1.81 3.58 0.005
C 1.47 -3.27 -1.78 -0.001
C 5.89 -2.44 0.94 0.000
C 1.18 -6.21 1.97 0.000
C 0.47 -7.40 1.84 0.000
C 0.34 3.16 3.88 -0.001
C -2.38 3.28 -0.14 -0.005
C 1.87 1.11 -0.41 0.005
C -2.85 1.10 -1.28 0.001
C -0.43 3.91 3.04 0.003
C 1.13 -4.43 -2.46 0.000
C 4.96 -2.73 1.93 0.000
C 1.81 2.25 -1.20 0.002
C 0.27 -5.35 -1.87 0.000
C -0.18 -5.13 -0.58 0.001
C -0.09 -1.40 4.42 0.000
C 0.97 -3.00 -0.51 0.003
C 2.62 -9.36 -0.54 0.000
C -2.68 -0.26 -1.27 -0.001
C 3.23 -1.73 0.58 -0.003
C -2.24 1.86 -0.28 0.005
C -1.88 -0.83 -0.28 0.002
C 5.50 -1.78 -0.22 0.000
C -1.45 1.20 0.67 -0.004
C 0.78 -0.16 -2.13 -0.005
C -5.60 10.15 -3.74 0.000
C -2.94 5.33 -0.40 0.000
C 0.19 -3.98 0.11 0.000
C -1.01 3.31 1.91 -0.009
C 2.45 -6.08 1.41 0.000
C -0.79 1.93 1.73 -0.011
C 1.22 2.18 -2.46 -0.001
C -4.57 8.93 -1.99 0.000
C 2.95 -7.11 0.63 0.000
C 0.98 -8.42 1.06 0.000
C 4.17 -1.42 -0.40 0.000
C 2.21 -8.26 0.41 0.000
C -3.46 7.77 -0.20 -0.001
C 1.37 -0.11 -0.87 -0.010
C 0.71 0.98 -2.92 0.001
C -3.99 8.93 -0.72 0.000
C -3.50 6.58 -0.92 0.001
H 1.21 1.20 4.20 -0.002
H 2.32 1.16 0.58 -0.003
H 1.17 3.07 -3.08 0.000
H -4.14 5.65 -2.73 0.000
H -3.02 7.81 0.79 0.000
H -0.84 -5.85 -0.11 0.000
H -5.10 7.71 -3.69 0.000
H -0.50 -7.50 2.32 0.000
H -3.97 9.86 -0.17 0.000
H 2.13 -2.56 -2.26 -0.001
H -4.87 9.83 -4.48 0.000
H 0.37 -1.09 -2.51 -0.001
H 0.45 -9.35 0.92 0.000
H -1.94 6.04 1.32 0.000
H 0.78 3.59 4.77 0.000
H 3.87 -0.90 -1.30 0.000
H 0.25 0.93 -3.90 0.000
H 2.23 3.18 -0.84 0.000
H 2.90 -2.58 2.53 0.001
H -5.85 11.19 -3.92 0.000
H -0.03 -1.84 5.42 0.002
H 1.54 -4.62 -3.44 0.000
H 3.03 -5.18 1.58 0.000
H -3.45 1.61 -2.03 0.000
H -1.74 -1.91 -0.25 0.002
H 5.28 -3.21 2.84 0.000
H -0.61 4.96 3.24 0.000
H 3.95 -6.99 0.21 0.000
H 6.93 -2.72 1.07 0.000
H -0.03 -6.25 -2.40 0.000
H 3.98 -8.21 -1.27 0.000
H 6.23 -1.53 -0.98 0.000
H -3.14 -0.89 -2.01 0.000
H -6.50 9.54 -3.81 0.000
```

Computed properties:
Total charge   +1
Energy relative to the best compared isomer or geometry (same formula, charge and spin)   0.0 kJ/mol
Gap between HOMO and LUMO (alpha / beta)   7.2 / 7.2 eV
HOMO energy (alpha / beta)   -9.94 / -9.93 eV
2S+1   2
LUMO level (alpha / beta)   -2.733 / -2.749 eV
DFT total energy   -4372.40508 Eh
Largest force on an atom   0.017 hartree/bohr

---

[3]
DFT (wB97M-V/def2-TZVPD) results for a structure of composition C47H36CdPSSb.

Geometry as XYZ:
```
87
Properties=species:S:1:pos:R:3:mulliken_charge:R:1
Sb -2.43 -2.13 -1.22 0.385
Cd -0.39 -0.11 0.81 0.661
S -2.67 -1.34 0.99 -0.798
P 2.91 -0.67 0.56 0.508
C -0.08 -1.42 5.01 -1.141
C -1.50 2.91 1.37 1.106
C -0.32 -1.17 3.64 0.271
C -4.36 -3.23 -1.26 -0.085
C 3.60 -1.30 5.10 -0.773
C -4.36 1.72 -2.29 -0.458
C 2.86 2.97 -1.24 -0.678
C 3.33 3.42 1.07 -0.602
C 0.92 -0.83 -2.30 -0.327
C 1.19 -1.45 5.49 -0.728
C -0.01 -0.11 -1.55 -0.096
C 4.83 -2.58 -0.03 -0.152
C 0.15 1.62 -3.30 -0.768
C 6.72 -0.88 -1.12 -0.693
C 6.02 -3.09 -0.51 -0.633
C -1.95 4.00 0.54 -0.438
C 3.18 -0.89 2.36 0.453
C 4.57 -1.20 -0.06 -0.166
C -0.40 2.15 1.04 -1.617
C 3.29 2.06 1.35 -0.452
C -4.48 -4.35 -2.10 -0.474
C 4.45 -0.95 2.89 -0.195
C -4.01 0.55 -4.36 -0.493
C -6.70 -3.51 -0.67 -0.586
C 3.04 1.14 0.33 0.989
C 2.81 1.62 -0.96 -0.364
C -0.36 1.14 -2.10 0.682
C 1.09 0.88 -4.01 -0.296
C -5.49 -2.83 -0.55 -0.082
C -4.46 1.68 -3.68 -0.433
C -5.69 -5.03 -2.23 -0.459
C 2.02 -1.01 3.21 0.540
C -2.27 2.67 2.56 -0.439
C 0.67 -0.93 2.71 -0.964
C -3.46 -0.52 -3.66 -0.524
C -3.08 4.73 0.86 -0.448
C 1.47 -0.37 -3.50 -0.660
C -6.80 -4.61 -1.51 -0.290
C 5.53 -0.36 -0.62 -0.054
C -3.36 -0.48 -2.27 0.192
C 2.27 -1.25 4.60 0.988
C -3.79 4.48 2.04 -0.479
C 6.98 -2.24 -1.06 -0.398
C -3.82 0.64 -1.59 -0.273
C -3.36 3.45 2.88 -0.414
C 3.12 3.88 -0.22 -0.609
C 4.67 -1.15 4.26 -0.886
H -1.36 -1.17 3.32 0.059
H 1.40 -1.63 6.54 0.288
H -5.75 -5.90 -2.88 0.337
H 3.50 4.12 1.88 0.315
H 6.20 -4.16 -0.47 0.380
H -7.56 -3.18 -0.11 0.332
H -3.61 -4.69 -2.66 0.243
H -3.09 -1.38 -4.21 0.313
H 5.35 0.70 -0.66 0.343
H -4.69 2.60 -1.74 0.394
H 2.57 0.91 -1.76 0.361
H 3.43 1.71 2.37 0.339
H 2.66 3.32 -2.25 0.410
H 4.08 -3.25 0.38 0.346
H -5.41 -1.98 0.12 0.326
H 3.74 -1.47 6.16 0.313
H 3.13 4.94 -0.43 0.320
H 7.46 -0.21 -1.55 0.381
H -1.09 1.76 -1.58 -0.034
H -3.91 3.24 3.79 0.344
H -7.75 -5.14 -1.61 0.328
H 2.20 -0.97 -4.03 0.312
H -0.92 -1.59 5.67 0.348
H 1.23 -1.81 -1.96 0.233
H 1.51 1.25 -4.93 0.342
H -4.87 2.52 -4.22 0.343
H -4.08 0.51 -5.44 0.345
H -1.39 4.22 -0.36 0.378
H 5.31 -0.85 2.24 0.419
H -3.72 0.69 -0.51 0.295
H -3.40 5.52 0.19 0.336
H -0.16 2.59 -3.67 0.389
H 7.91 -2.64 -1.45 0.348
H 5.68 -1.19 4.65 0.383
H -4.67 5.07 2.28 0.350
H -1.99 1.84 3.19 0.391
```

Computed properties:
Total charge   -2
Energy relative to the best compared isomer or geometry (same formula, charge and spin)   73.8 kJ/mol
Gap between HOMO and LUMO (alpha / beta)   5.4 / 5.2 eV
HOMO energy (alpha / beta)   -1.16 / -0.90 eV
LUMO level (alpha / beta)   4.279 / 4.279 eV
DFT total energy   -2960.01226 Eh
Largest force on an atom   0.015 hartree/bohr

---

[4]
DFT (wB97M-V/def2-TZVPD) results for a structure of composition C47H37Br4N8O4PTi.

Geometry as XYZ:
```
102
Properties=species:S:1:pos:R:3:mulliken_spin:R:1
Br 2.67 1.39 8.66 0.000
Br -1.42 2.95 4.94 0.000
Br 3.96 -0.56 6.25 0.000
Br -0.04 3.18 7.98 0.000
Ti 1.19 -0.27 1.96 1.000
P -1.08 2.06 -1.34 0.001
O 2.06 -3.50 0.89 0.001
O 0.16 0.95 3.22 0.002
O 2.29 -0.32 3.71 0.006
O 4.51 0.30 1.37 0.001
N 2.98 -1.43 1.32 -0.016
N -2.62 1.46 1.14 0.006
N -0.75 -2.70 1.80 -0.006
N 0.13 -2.07 2.58 -0.005
N -2.80 2.31 -0.98 0.000
N 2.25 1.45 -0.38 0.013
N 0.41 -0.76 0.10 0.072
N 1.86 1.47 0.90 -0.054
C 1.45 -1.86 -1.79 0.016
C -5.25 2.12 1.71 -0.002
C 4.52 -1.12 -3.89 -0.001
C -1.94 3.08 -3.88 -0.001
C 3.32 0.13 -2.06 0.002
C -0.42 -0.94 -4.17 0.023
C -2.50 -1.61 -2.18 -0.022
C -3.37 2.09 0.23 -0.007
C -3.17 1.16 2.32 0.013
C -1.16 5.16 -4.81 0.000
C -4.48 1.46 2.65 0.001
C 2.30 0.26 -1.13 0.025
C 0.12 1.96 5.40 0.002
C 1.84 0.39 4.69 0.007
C 0.54 -2.95 3.49 0.019
C 2.41 0.48 5.96 -0.003
C -1.11 3.24 -2.77 -0.001
C -0.87 -1.22 -0.15 0.189
C -0.90 -3.98 2.19 0.022
C 1.92 2.73 1.31 0.027
C 4.22 -0.87 1.18 0.011
C 3.41 -0.98 -2.89 0.012
C 2.39 3.55 0.27 -0.007
C -0.09 -4.17 3.30 -0.006
C -2.87 -2.44 0.79 0.480
C -1.98 4.03 -4.89 0.000
C -3.72 -2.16 -1.52 0.377
C -5.26 -2.88 0.27 0.028
C -1.50 -2.07 0.74 -0.121
C 2.58 2.69 -0.79 0.019
C 3.00 -2.73 0.90 0.009
C 1.33 -0.75 -0.96 -0.070
C -4.70 2.46 0.49 0.002
C -0.31 4.38 -2.70 0.002
C 1.86 1.31 6.94 0.006
C 0.64 1.13 4.42 -0.001
C 4.39 -3.12 0.40 -0.001
C 0.72 2.05 6.66 0.001
C -0.78 -2.28 -3.82 -0.016
C -3.88 -2.45 -0.20 -0.106
C -1.72 -0.61 -1.27 -0.105
C -1.08 0.45 -2.13 0.078
C -0.57 0.21 -3.39 -0.025
C 5.24 -1.91 0.72 0.000
C 2.44 -1.97 -2.74 0.002
C -0.33 5.33 -3.72 0.000
C -1.66 -2.65 -2.86 0.033
H -1.18 5.90 -5.60 0.000
H 5.14 -2.00 -3.69 0.001
H -2.55 2.19 -3.95 0.001
H 5.18 -0.25 -3.87 0.000
H 0.33 4.51 -1.84 -0.001
H -5.92 -2.01 0.37 -0.009
H -0.15 1.09 -3.88 -0.001
H 0.73 -2.66 -1.66 0.005
H -5.22 -3.36 1.25 0.001
H -4.58 -2.32 -2.17 0.005
H 1.29 -2.64 4.20 0.000
H 5.95 -2.08 1.53 0.000
H -4.87 1.18 3.62 -0.001
H -2.63 3.89 -5.74 0.000
H 4.30 -3.31 -0.68 0.000
H -3.17 -2.84 1.75 0.022
H -0.27 -3.07 -4.37 0.001
H 0.15 -0.82 -5.08 0.003
H 2.47 -2.86 -3.37 0.004
H -6.28 2.39 1.93 0.000
H -5.28 2.98 -0.26 0.000
H -1.77 -3.69 -2.57 0.001
H 1.61 2.97 2.31 0.007
H 2.87 2.87 -1.81 0.001
H 0.04 -5.09 3.85 0.000
H -2.51 0.67 3.02 -0.004
H -3.39 2.70 -1.70 0.000
H -2.50 -0.11 -0.68 0.006
H 4.70 -4.05 0.87 0.000
H 0.31 6.21 -3.65 0.000
H -1.55 -4.64 1.65 -0.002
H 2.54 4.61 0.29 0.000
H 5.80 -1.51 -0.13 0.000
H 4.08 0.90 -2.11 0.000
H 4.13 -1.23 -4.91 0.001
H -2.87 -0.97 -2.99 0.028
H -5.72 -3.57 -0.43 -0.002
```

Computed properties:
Total charge   -2
Energy relative to the best compared isomer or geometry (same formula, charge and spin)   93.9 kJ/mol
Gap between HOMO and LUMO (alpha / beta)   4.4 / 4.5 eV
HOMO energy (alpha / beta)   -0.65 / -0.70 eV
2S+1   3
LUMO level (alpha / beta)   3.791 / 3.791 eV
DFT total energy   -14039.31227 Eh
Largest force on an atom   0.011 hartree/bohr

---

[5]
DFT (wB97M-V/def2-TZVPD) results for a structure of composition C47H37N8O2S2Se2W at a distorted geometry.

Geometry as XYZ:
```
99
Properties=species:S:1:pos:R:3:mulliken_charge:R:1
W -12.52 -11.97 18.50 0.130
Se -11.08 -14.08 18.17 0.159
Se -14.60 -12.06 17.63 -0.139
S -9.29 -11.84 20.21 -0.104
S -11.73 -11.23 15.17 1.181
O -11.75 -11.75 16.66 0.198
O -13.37 -17.61 30.25 -0.408
N -13.54 -15.60 24.13 -0.704
N -12.67 -11.45 20.67 -0.085
N -10.42 -11.13 19.03 0.128
N -13.18 -13.76 19.60 -0.400
N -8.75 -9.58 18.46 -0.224
N -12.40 -9.73 18.15 1.154
N -13.30 -13.67 25.11 -0.121
N -8.88 -12.99 16.48 -0.550
C -13.29 -11.11 14.38 -1.446
C -13.09 -13.73 20.99 0.047
C -14.03 -7.47 13.91 -0.941
C -13.37 -8.70 13.99 -0.087
C -14.04 -9.85 14.40 0.319
C -12.70 -15.05 27.60 -0.774
C -12.02 -7.20 16.99 -1.042
C -11.04 -13.08 11.83 -0.440
C -15.34 -9.81 14.89 -0.494
C -10.94 -8.01 17.25 -0.670
C -13.37 -16.88 29.11 0.698
C -14.08 -17.47 28.07 -0.523
C -9.48 -11.85 10.47 -0.465
C -14.16 -16.83 26.82 -0.622
C -13.66 -16.12 19.78 -1.029
C -7.65 -10.52 18.51 0.362
C -10.03 -10.03 18.46 -0.036
C -13.42 -14.67 23.20 0.914
C -11.04 -12.70 14.26 -0.828
C -12.71 -17.10 31.39 -0.794
C -15.97 -8.55 14.89 -0.766
C -10.71 -12.26 12.88 0.442
C -12.33 -9.96 22.59 -1.449
C -13.26 -13.39 23.79 0.119
C -9.17 -11.04 11.57 -0.754
C -12.26 -10.24 21.21 0.001
C -13.44 -8.96 17.83 -0.467
C -12.93 -12.44 21.58 0.878
C -12.98 -12.25 23.03 -0.416
C -6.63 -10.38 17.61 -0.771
C -10.35 -12.90 10.63 -0.829
C -6.96 -12.71 19.06 -0.473
C -13.44 -15.63 26.58 0.299
C -15.33 -7.46 14.33 -0.451
C -9.78 -11.22 12.77 -0.155
C -11.13 -9.22 17.91 1.108
C -13.79 -16.05 21.17 -0.584
C -7.84 -11.68 19.22 0.526
C -9.76 -13.42 17.13 0.326
C -12.64 -10.96 23.47 -0.438
C -5.80 -11.45 17.38 -0.862
C -13.30 -7.60 17.42 -0.939
C -5.93 -12.58 18.10 -0.517
C -13.47 -15.04 25.29 0.382
C -12.66 -15.62 28.89 -0.758
C -13.40 -14.83 21.77 0.194
C -13.40 -14.97 19.02 0.027
H -11.64 -17.10 31.16 0.356
H -11.97 -6.16 16.72 0.542
H -12.59 -10.80 24.51 0.547
H -14.69 -17.31 26.06 0.463
H -12.28 -8.67 13.68 0.356
H -13.89 -12.00 14.54 0.990
H -12.01 -9.55 20.44 0.481
H -12.07 -15.13 29.63 0.471
H -8.49 -10.19 11.39 0.364
H -5.03 -11.32 16.70 0.539
H -14.01 -16.94 21.74 0.561
H -11.76 -9.07 22.82 0.430
H -9.01 -11.58 9.55 0.457
H -14.20 -7.00 17.35 0.518
H -9.59 -10.57 13.61 0.354
H -8.50 -8.70 18.04 0.362
H -16.98 -8.44 15.35 0.408
H -10.46 -13.63 9.88 0.441
H -12.87 -17.78 32.17 0.253
H -13.76 -17.05 19.25 0.535
H -5.22 -13.38 18.02 0.439
H -14.57 -18.45 28.20 0.420
H -11.76 -13.88 11.88 0.439
H -15.81 -10.72 15.25 0.670
H -6.62 -9.45 17.02 0.366
H -13.56 -15.05 17.95 0.516
H -7.09 -13.72 19.64 0.285
H -10.00 -7.64 16.88 0.431
H -14.37 -9.45 17.96 0.527
H -13.24 -13.00 25.86 0.283
H -13.12 -16.11 31.68 0.319
H -13.52 -6.58 13.54 0.510
H -12.16 -14.17 27.45 0.428
H -10.15 -13.06 14.75 0.533
H -12.90 -11.18 13.35 0.512
H -11.82 -13.50 14.28 0.453
H -15.96 -6.58 14.30 0.408
```

Computed properties:
Total charge   +3
Energy relative to the best compared isomer or geometry (same formula, charge and spin)   51.2 kJ/mol
Gap between HOMO and LUMO (alpha / beta)   3.4 / 3.4 eV
HOMO energy (alpha / beta)   -13.38 / -13.38 eV
LUMO level (alpha / beta)   -9.969 / -9.967 eV
DFT total energy   -8067.21148 Eh
Largest force on an atom   0.068 hartree/bohr

---

- Which of these has the lowest energy relative to the best compared isomer or geometry (same formula, charge and spin)?
  C47H34MnN4O6PS

---

- Number 5 is which compound?
  C47H37N8O2S2Se2W

---

- The highest largest force on an atom belongs to which entry?
  C47H37N8O2S2Se2W